a:
{
  "formula": "C5H14NO",
  "method": "the ωB97M-V functional and the def2-TZVPD basis",
  "symbols": ["C", "C", "C", "H", "H", "H", "H", "H", "H", "H", "H", "O", "C", "C", "N", "H", "H", "H", "H", "H", "H"],
  "xyz": [[-1.65, -1.94, 2.63], [-1.29, -0.74, 1.71], [-0.06, 0.02, 2.20], [-0.85, -2.69, 2.55], [-2.67, -2.28, 2.37], [-1.72, -1.66, 3.72], [-2.14, -0.05, 1.54], [-1.09, -1.21, 0.72], [0.19, 0.96, 1.66], [-0.19, 0.31, 3.26], [0.89, -0.57, 2.13], [1.28, 1.37, -3.02], [1.61, 0.43, -2.33], [0.89, 0.10, -1.07], [-0.34, 0.94, -0.91], [2.44, -0.27, -2.60], [0.62, -0.96, -1.12], [1.51, 0.28, -0.19], [-0.92, 0.51, -0.19], [-0.17, 1.87, -0.47], [-0.82, 0.99, -1.81]],
  "homo_lumo_gap_ha": 0.41912,
  "charge": 1
}

***

b:
{
  "formula": "C5H14NO",
  "method": "the ωB97M-V functional and the def2-TZVPD basis",
  "symbols": ["C", "C", "C", "C", "C", "N", "H", "H", "H", "H", "H", "H", "H", "H", "H", "H", "H", "H", "H", "H", "O"],
  "xyz": [[-1.68, 1.84, -0.43], [-1.66, 0.40, -0.29], [-0.51, -0.21, 0.62], [0.93, -0.08, 0.04], [1.42, -1.46, -1.93], [0.87, -0.38, -1.42], [-2.68, 2.41, -0.30], [-1.06, 2.32, 0.37], [-1.30, 2.10, -1.40], [-2.69, 0.08, 0.20], [-1.70, -0.22, -1.20], [-0.30, 0.31, 1.55], [-0.92, -1.29, 0.78], [1.40, 0.93, 0.18], [1.69, -0.87, 0.42], [1.30, -1.61, -3.02], [2.07, -2.16, -1.30], [0.32, 0.21, -2.01], [2.25, -0.60, 3.18], [0.87, -1.10, 3.25], [1.39, -0.62, 2.68]],
  "homo_lumo_gap_ha": 0.35253,
  "charge": 1
}

***

c:
{
  "formula": "C5H14NO",
  "method": "the ωB97M-V functional and the def2-TZVPD basis",
  "symbols": ["C", "C", "C", "C", "C", "N", "H", "H", "H", "H", "H", "H", "H", "H", "H", "H", "H", "H", "H", "H", "O"],
  "xyz": [[0.40, -0.23, 1.31], [1.46, -0.96, 0.34], [1.62, -0.72, -1.22], [-0.19, 0.19, -2.74], [0.70, 0.39, -1.68], [-0.91, -0.54, 0.89], [0.51, -0.77, 2.33], [0.52, 0.83, 1.28], [1.20, -2.08, 0.61], [2.48, -0.83, 0.89], [2.63, -0.63, -1.68], [1.52, -1.79, -1.63], [-0.23, -0.72, -3.35], [-0.64, 1.06, -3.21], [1.04, 1.47, -1.90], [-0.97, -0.15, -0.05], [-1.59, 0.03, 1.41], [-1.28, -1.48, 0.89], [-3.42, 2.00, 2.36], [-2.35, 2.97, 2.57], [-2.52, 1.95, 2.57]],
  "homo_lumo_gap_ha": 0.38103,
  "charge": 1
}

***

Relative stability in kcal/mol, measured from the most stable structure: a 0.0; b 18.3; c 40.0

***

a:
{
  "formula": "C5H14NO",
  "method": "the ωB97M-V functional and the def2-TZVPD basis",
  "symbols": ["C", "C", "C", "C", "C", "N", "H", "H", "H", "H", "H", "H", "H", "H", "H", "H", "H", "H", "H", "H", "O"],
  "xyz": [[-0.74, 1.04, 1.39], [0.21, 1.00, 0.21], [-0.07, -0.24, -0.64], [0.93, -0.58, -1.69], [0.74, -0.55, -3.00], [1.63, 0.81, 0.83], [-0.51, 0.12, 1.93], [-0.74, 1.95, 1.99], [-1.81, 0.99, 1.17], [0.27, 1.89, -0.41], [-1.02, -0.05, -1.16], [-0.25, -1.06, 0.05], [1.93, -0.92, -1.42], [1.47, -0.93, -3.69], [-0.22, -0.23, -3.39], [2.34, 1.29, 0.32], [1.70, -0.18, 0.84], [1.71, 1.22, 1.76], [-2.86, -2.07, 1.01], [-2.14, -2.07, 2.24], [-2.56, -1.42, 1.66]],
  "homo_lumo_gap_ha": 0.37922,
  "charge": 1
}

***

b:
{
  "formula": "C5H14NO",
  "method": "the ωB97M-V functional and the def2-TZVPD basis",
  "symbols": ["C", "O", "C", "C", "C", "C", "N", "H", "H", "H", "H", "H", "H", "H", "H", "H", "H", "H", "H", "H", "H"],
  "xyz": [[-0.20, 0.82, -0.67], [0.40, -0.37, -1.47], [-1.19, 0.42, 0.37], [-0.69, -0.70, 1.17], [-0.66, -0.53, 2.71], [-0.39, 0.87, 3.16], [2.05, -0.49, -4.37], [0.74, 1.28, -0.33], [-0.54, 1.46, -1.49], [-0.47, -0.77, -1.79], [-2.19, 0.89, 0.31], [0.38, -0.82, 1.06], [-1.01, -1.66, 1.06], [0.15, -1.04, 3.21], [-1.65, -0.75, 3.18], [-0.57, 1.10, 4.24], [-1.12, 1.67, 2.66], [0.53, 1.48, 2.88], [2.70, 0.29, -4.61], [2.16, -1.29, -5.05], [2.13, -0.76, -3.38]],
  "homo_lumo_gap_ha": 0.15449,
  "charge": 1
}

***

c:
{
  "formula": "C5H14NO",
  "method": "the ωB97M-V functional and the def2-TZVPD basis",
  "symbols": ["C", "C", "C", "C", "C", "N", "H", "H", "H", "H", "H", "H", "H", "H", "H", "H", "H", "H", "H", "H", "O"],
  "xyz": [[-1.32, -0.66, -0.10], [-0.40, -0.49, -1.29], [0.94, -1.25, -1.11], [2.28, 0.66, -0.26], [1.94, -0.64, -0.16], [-0.76, -0.31, 1.24], [-2.25, -0.11, -0.18], [-1.56, -1.72, -0.11], [-0.12, 0.53, -1.57], [-0.97, -0.75, -2.18], [0.73, -2.31, -0.95], [1.36, -1.31, -2.11], [1.56, 1.30, -0.78], [3.18, 1.08, 0.17], [2.11, -1.15, 0.78], [-1.45, -0.56, 1.94], [-0.64, 0.69, 1.30], [0.09, -0.82, 1.46], [-1.89, 2.85, 0.63], [-1.26, 2.75, 2.01], [-1.58, 2.21, 1.29]],
  "homo_lumo_gap_ha": 0.35924,
  "charge": 1
}

***

d:
{
  "formula": "C5H14NO",
  "method": "the ωB97M-V functional and the def2-TZVPD basis",
  "symbols": ["C", "O", "C", "C", "C", "C", "N", "H", "H", "H", "H", "H", "H", "H", "H", "H", "H", "H", "H", "H", "H"],
  "xyz": [[0.60, 0.03, -2.14], [1.85, -0.07, -1.37], [-0.53, 0.46, -1.16], [-1.16, -0.84, -0.43], [0.05, -1.37, 0.45], [-2.26, -0.31, 0.53], [-0.03, 1.49, -0.28], [0.30, -1.00, -2.37], [0.75, 0.55, -3.09], [1.58, 0.53, -0.62], [-1.41, 0.76, -1.81], [-1.59, -1.45, -1.22], [-0.40, -1.83, 1.34], [0.81, -2.08, 0.15], [0.46, -0.43, 0.84], [-2.90, 0.22, -0.18], [-1.81, 0.45, 1.19], [-2.91, -1.06, 1.02], [-0.07, 2.36, -0.73], [4.67, 1.74, 5.04], [3.98, 1.84, 4.82]],
  "homo_lumo_gap_ha": 0.21696,
  "charge": 1
}

***

Relative stability in kcal/mol, measured from the most stable structure: a 0.0; b 98.1; c 3.2; d 160.8

***

a:
{
  "formula": "C5H14NO",
  "method": "the ωB97M-V functional and the def2-TZVPD basis",
  "symbols": ["C", "C", "C", "C", "C", "N", "H", "H", "H", "H", "H", "H", "H", "H", "H", "H", "H", "H", "H", "H", "O"],
  "xyz": [[-3.04, -1.30, -0.93], [-1.78, -0.76, -1.62], [-1.23, 0.51, -0.98], [-0.11, 0.40, -0.01], [0.52, 1.44, 0.49], [1.60, 1.29, 1.46], [-2.80, -1.73, 0.04], [-3.60, -2.04, -1.49], [-3.72, -0.46, -0.75], [-2.15, -0.45, -2.60], [-1.03, -1.54, -1.75], [-2.06, 1.03, -0.49], [-0.97, 1.22, -1.77], [0.13, -0.58, 0.42], [0.09, 2.44, 0.46], [2.18, 2.13, 1.45], [2.27, 0.54, 1.12], [1.43, 1.06, 2.44], [3.89, -1.14, 0.48], [3.13, -1.66, 1.76], [3.10, -1.06, 1.02]],
  "homo_lumo_gap_ha": 0.38933,
  "charge": 1
}

***

b:
{
  "formula": "C5H14NO",
  "method": "the ωB97M-V functional and the def2-TZVPD basis",
  "symbols": ["C", "C", "N", "C", "C", "C", "H", "H", "H", "H", "H", "H", "H", "H", "H", "H", "H", "H", "H", "H", "O"],
  "xyz": [[0.09, 0.88, -2.06], [-0.59, 0.21, -0.85], [0.45, -0.38, 0.09], [0.27, 0.07, 1.52], [-0.88, 1.09, 1.48], [-1.38, 1.19, 0.02], [-0.17, 0.34, -2.97], [1.17, 0.85, -2.00], [-0.25, 1.88, -2.21], [-1.20, -0.62, -1.15], [1.39, -0.12, -0.20], [0.50, -1.39, -0.07], [-0.06, -0.77, 2.08], [1.21, 0.42, 1.90], [-1.66, 0.68, 2.12], [-0.63, 2.06, 1.90], [-1.37, 2.21, -0.36], [-2.44, 0.97, 0.04], [1.34, -3.43, 0.78], [2.58, -3.16, -0.07], [1.63, -2.97, -0.01]],
  "homo_lumo_gap_ha": 0.46065,
  "charge": 1
}

***

c:
{
  "formula": "C5H14NO",
  "method": "the ωB97M-V functional and the def2-TZVPD basis",
  "symbols": ["C", "O", "C", "C", "C", "C", "N", "H", "H", "H", "H", "H", "H", "H", "H", "H", "H", "H", "H", "H", "H"],
  "xyz": [[-0.64, 0.55, 0.32], [-1.56, -0.27, -0.50], [0.52, -0.17, 0.77], [1.28, -0.89, -0.33], [2.84, -0.45, -0.46], [2.91, 1.11, -0.64], [-4.86, -0.30, 0.60], [-0.48, 1.39, -0.46], [-1.22, 0.76, 1.19], [-1.76, -1.09, -0.05], [0.77, -0.41, 1.77], [0.82, -0.75, -1.27], [1.48, -2.08, -0.11], [3.36, -1.03, -1.31], [3.23, -0.85, 0.48], [3.88, 1.62, -0.73], [2.47, 1.54, 0.26], [2.42, 1.39, -1.57], [-4.48, 0.64, 0.50], [-5.24, -0.32, 1.54], [-5.73, -0.39, -0.01]],
  "homo_lumo_gap_ha": 0.19780,
  "charge": 1
}

***

d:
{
  "formula": "C5H14NO",
  "method": "the ωB97M-V functional and the def2-TZVPD basis",
  "symbols": ["C", "C", "N", "C", "C", "C", "H", "H", "H", "H", "H", "H", "H", "H", "H", "H", "H", "H", "H", "H", "O"],
  "xyz": [[-0.76, 1.82, -0.55], [-0.65, 0.48, 0.14], [0.63, -0.24, -0.33], [0.87, -1.29, 0.73], [0.63, -0.50, 2.02], [-0.51, 0.49, 1.67], [-0.82, 1.69, -1.72], [0.10, 2.46, -0.33], [-1.68, 2.34, -0.21], [-1.45, -0.20, -0.18], [1.43, 0.41, -0.37], [0.51, -0.62, -1.32], [0.10, -2.08, 0.58], [1.86, -1.71, 0.59], [0.35, -1.20, 2.84], [1.55, 0.06, 2.36], [-0.32, 1.43, 1.96], [-1.44, 0.18, 2.08], [-0.91, -0.96, -3.38], [0.55, -1.48, -3.65], [-0.04, -1.08, -2.94]],
  "homo_lumo_gap_ha": 0.47723,
  "charge": 1
}

***

Relative stability in kcal/mol, measured from the most stable structure: a 27.1; b 5.9; c 112.7; d 0.0